The following is a quantum chemistry calculation of a 2-piece molecular cluster, C7H15NO overall, from OMol25.

Computed properties:
maximum force: 3.7 eV/A
frontier orbital gap: 8.86 eV
lowest unoccupied orbital energy: 0.734 eV
charge: 0
SMILES: CC(C)=[NH+][O-].C=C(C)C
HOMO energy: -8.128 eV
energy relative to the best compared isomer or geometry (same formula, charge and spin): 101.41 kcal/mol

Last column: Mulliken charge in e.
Element x y z (Å)
C  1.910  0.795  1.897  -0.930
C  1.787  0.309  0.519  0.618
C  1.629  1.140  -0.731  -1.284
N  1.816  -0.953  0.334  0.268
O  1.988  -1.768  1.276  -0.715
H  2.365  1.781  1.775  0.328
H  2.515  0.022  2.513  0.338
H  0.925  0.853  2.375  0.188
H  0.609  1.409  -0.757  0.151
H  1.755  0.535  -1.539  0.420
H  2.456  1.888  -0.690  0.387
H  1.699  -1.399  -0.635  0.232
C  -1.549  0.351  0.788  -1.077
C  -1.832  -0.333  -0.321  1.001
C  -1.546  -1.771  -0.506  -1.195
C  -2.303  0.417  -1.528  -1.291
H  -1.767  1.386  0.995  0.324
H  -0.962  -0.181  1.534  0.329
H  -2.437  -2.325  -0.804  0.408
H  -1.131  -2.068  0.442  0.347
H  -0.697  -1.881  -1.402  0.162
H  -3.404  0.559  -1.482  0.316
H  -2.026  -0.175  -2.422  0.343
H  -1.800  1.407  -1.630  0.332